Record 1
18
Properties=species:S:1:pos:R:3:nbo_charge:R:1 method="wB97M-V/def2-TZVPD" charge=-1 de_lowest_ev=1.885 gap_ev=8.388 mol_weight_g_mol=143.137 e_tot_ha=-521.8084 lumo_energy_ev=3.65
C -0.241 -3.102 -0.973 -0.29
C -1.150 -2.761 -0.308 -0.21
C -0.163 1.646 -0.192 -0.42
C -1.512 1.059 0.291 -0.35
C -3.899 -0.174 0.417 0.80
C 0.904 0.730 0.423 -0.60
C -2.490 0.517 -0.413 0.25
O -3.498 -0.693 1.455 -0.76
O -4.989 -0.023 -0.040 -0.70
F -2.235 0.458 -1.844 -0.41
H 0.492 -3.317 -1.716 0.22
H -0.113 1.733 -1.351 0.21
H -2.024 -2.452 0.276 0.28
H 0.034 2.675 0.187 0.18
H -1.686 1.292 1.368 0.22
H 0.459 0.319 1.305 0.22
H 1.821 1.326 0.575 0.18
H 1.099 -0.009 -0.274 0.21

***

Record 2
18
Properties=species:S:1:pos:R:3:nbo_charge:R:1 method="wB97M-V/def2-TZVPD" de_lowest_ev=4.600 gap_ev="7.904 / 6.762" mol_weight_g_mol=361.948 e_tot_ha=-941.9807 lumo_energy_ev="-0.68 / -1.39"
C -0.306 1.068 1.008 0.59
C 0.762 0.011 1.361 -0.51
C 1.739 -0.278 0.265 -0.38
C 1.052 -0.681 -1.029 -0.49
C -1.034 0.820 -0.293 -0.52
C -0.059 0.267 -1.317 -0.03
C -2.362 0.061 0.105 -0.33
O -0.450 2.053 1.671 -0.50
I -2.075 -2.014 0.262 0.19
I -4.036 0.614 -1.070 0.21
H 1.474 0.201 2.362 0.24
H 0.296 -0.950 1.561 0.23
H 2.344 0.489 -0.044 0.20
H 2.293 -1.177 0.755 0.21
H 1.691 -0.945 -1.811 0.23
H 0.478 -1.619 -0.744 0.22
H -1.472 1.756 -0.784 0.27
H -0.335 0.323 -2.260 0.17

***

Record 3
20
Properties=species:S:1:pos:R:3:nbo_charge:R:1 method="wB97M-V/def2-TZVPD" smiles="[H]/N=C1/N=CC=CC1=C.O/C=N/I" de_lowest_ev=0.733 gap_ev=7.157 mol_weight_g_mol=277.065 e_tot_ha=-808.6206 lumo_energy_ev=-1.41
H -0.287 -0.024 2.162 0.37
N 0.112 -0.452 1.357 -0.63
C -0.437 -0.377 0.214 0.42
N 0.104 -1.125 -0.802 -0.45
C -0.340 -1.087 -2.009 0.13
C -1.410 -0.286 -2.451 -0.28
C -2.093 0.397 -1.508 -0.11
C -1.705 0.415 -0.119 -0.16
C -2.628 0.891 0.739 -0.24
H 0.199 -1.826 -2.487 0.21
H -1.744 -0.377 -3.392 0.22
H -2.971 0.854 -1.932 0.22
H -2.550 0.819 1.914 0.20
H -3.481 1.419 0.529 0.20
O 2.539 -1.173 1.649 -0.69
C 3.360 -0.155 1.496 0.41
N 3.036 0.854 0.811 -0.68
I 4.305 2.477 0.518 0.22
H 1.608 -1.039 1.320 0.51
H 4.383 -0.207 1.991 0.14

***

Record 4
19
Properties=species:S:1:pos:R:3:nbo_charge:R:1 method="wB97M-V/def2-TZVPD" de_lowest_ev=4.363 gap_ev="5.811 / 5.823" mol_weight_g_mol=152.153 e_tot_ha=-531.3987 lumo_energy_ev="-1.45 / -1.44"
C 2.810 0.379 -0.066 -0.29
C 1.776 -0.578 0.115 -0.34
C 2.276 1.598 -0.537 -0.07
C 0.646 0.090 -0.272 0.26
C -3.088 0.138 0.570 0.31
C -1.723 0.705 0.533 0.59
C -0.837 -1.756 -0.294 -0.43
N 0.934 1.399 -0.631 -0.49
N -0.572 -0.362 -0.525 -0.45
O -3.794 -0.422 -0.242 -0.43
O -1.189 1.695 0.994 -0.48
H 3.752 0.174 0.303 0.21
H 1.887 -1.585 0.539 0.23
H 2.776 2.604 -0.511 0.22
H -3.396 0.376 1.691 0.13
H -1.493 -2.055 0.553 0.20
H -1.132 -2.157 -1.253 0.21
H 0.137 -2.234 -0.064 0.20
H 0.230 1.992 -0.903 0.41

***

Record 5
20
Properties=species:S:1:pos:R:3:nbo_charge:R:1 method="wB97M-V/def2-TZVPD" smiles="[O-][N+]#[Si]c1ccccc1.CN=O" gap_ev="7.179 / 7.239" mol_weight_g_mol=180.239 e_tot_ha=-820.7586 lumo_energy_ev="-0.77 / -0.76"
O -4.541 -1.694 -0.262 -0.31
N -3.508 -1.045 -0.273 -0.35
Si -1.949 -0.966 0.110 1.06
C -1.089 0.671 0.012 -0.50
C 0.159 0.779 -0.614 -0.20
C 0.786 2.065 -0.754 -0.21
C 0.141 3.267 -0.255 -0.20
C -1.058 3.078 0.409 -0.21
C -1.631 1.796 0.555 -0.19
H 0.644 -0.111 -0.972 0.22
H 1.933 1.982 -1.131 0.23
H 0.509 4.215 -0.572 0.22
H -1.486 3.894 1.018 0.22
H -2.536 1.768 1.050 0.21
C 2.665 -3.470 0.271 -0.53
N 1.727 -2.376 -0.037 0.14
O 0.607 -2.340 0.459 -0.28
H 2.694 -3.913 1.278 0.23
H 2.299 -4.448 -0.300 0.25
H 3.634 -3.150 0.009 0.22

***

Record 6
20
Properties=species:S:1:pos:R:3:nbo_charge:R:1 method="wB97M-V/def2-TZVPD" spin_multiplicity=3 de_lowest_ev=2.808 s_squared=2.0087 gap_ev="5.764 / 7.714" mol_weight_g_mol=168.152 e_tot_ha=-606.5196 lumo_energy_ev="0.71 / -0.77"
C 2.040 0.606 0.322 -0.28
C 3.052 -0.261 0.330 -0.05
C 1.640 -1.020 -1.151 -0.02
C 1.145 0.133 -0.659 -0.26
C -0.077 0.784 -1.029 0.41
C -1.556 0.071 0.586 0.05
C -2.776 0.452 0.248 0.51
N 2.834 -1.281 -0.497 -0.51
N -0.904 -0.209 1.741 -0.77
O -3.065 0.989 -0.975 -0.73
O -3.889 -0.110 0.835 -0.67
O -0.506 1.482 -1.900 -0.57
H 1.857 1.661 0.745 0.24
H 4.011 -0.239 0.968 0.21
H 1.460 -1.730 -1.912 0.21
H 3.431 -2.038 -0.493 0.41
H -4.507 -0.098 0.163 0.49
H -0.964 -1.213 1.910 0.42
H -0.863 0.568 2.297 0.40
H -2.361 1.452 -1.530 0.55

***

Record 7
21
Properties=species:S:1:pos:R:3:nbo_charge:R:1 method="wB97M-V/def2-TZVPD" smiles="O=C([O-])[C@H]1[NH2+]CCc2c1o[nH]c2=O" de_lowest_ev=3.039 gap_ev=8.600 mol_weight_g_mol=184.151 e_tot_ha=-681.9196 lumo_energy_ev=-0.31
O -1.438 0.419 -2.879 -0.76
C -0.583 1.070 -2.227 0.74
O 0.327 1.785 -2.733 -0.68
C -0.795 0.958 -0.658 -0.23
N -1.736 -0.176 -0.329 -0.50
C -1.028 -1.446 -0.090 -0.23
C -0.134 -1.353 1.075 -0.44
C 0.772 -0.186 0.940 -0.23
C 0.507 0.823 0.073 0.38
O 1.543 1.758 0.042 -0.29
N 2.513 1.341 1.030 -0.31
C 2.027 0.120 1.471 0.60
O 2.654 -0.687 2.088 -0.60
H -1.200 1.918 -0.316 0.26
H -2.386 -0.296 -1.129 0.49
H -2.276 0.043 0.489 0.42
H -1.687 -2.291 0.054 0.23
H -0.399 -1.666 -0.969 0.25
H 0.467 -2.251 1.211 0.27
H -0.649 -1.243 2.051 0.22
H 3.500 1.360 0.805 0.41

***

Record 8
18
Properties=species:S:1:pos:R:3:nbo_charge:R:1 method="wB97M-V/def2-TZVPD" de_lowest_ev=6.320 gap_ev="6.401 / 7.176" mol_weight_g_mol=152.222 e_tot_ha=-779.0056 lumo_energy_ev="-1.42 / -0.72"
C -1.533 0.342 1.256 -0.30
C -2.078 -0.594 0.741 0.05
C 2.071 0.860 0.325 -0.15
C 0.300 -0.011 -0.810 0.26
C 2.258 -0.547 0.196 -0.02
C -2.558 -1.670 -0.029 -0.70
C 0.443 2.327 -0.670 -0.11
N 0.952 1.187 -0.296 -0.36
N 1.156 -1.009 -0.536 -0.62
S 3.676 -1.390 0.533 -0.11
H 2.813 1.529 0.741 0.24
H -2.550 -1.455 -1.041 0.24
H -2.035 -2.577 0.125 0.24
H -3.507 -1.969 0.322 0.24
H -0.334 2.238 -1.286 0.20
H -1.176 1.299 1.794 0.26
H 0.859 3.347 -0.339 0.20
H 1.245 -1.906 -1.027 0.44

***

Record 9
19
Properties=species:S:1:pos:R:3:nbo_charge:R:1 method="wB97M-V/def2-TZVPD" smiles="C=CCSC(=S)n1ccnc1" de_lowest_ev=2.083 gap_ev=8.439 mol_weight_g_mol=184.289 e_tot_ha=-1177.3431 lumo_energy_ev=-0.61
C 4.463 -0.862 0.650 -0.35
C 3.598 -0.600 -0.298 -0.25
C 2.455 0.267 -0.032 -0.60
S 0.894 -0.593 -0.278 0.41
C -0.319 0.498 -0.083 -0.14
S -0.032 2.137 -0.062 -0.09
N -1.640 -0.015 0.035 -0.40
C -2.833 0.589 0.279 -0.08
C -3.763 -0.408 0.275 -0.08
N -3.188 -1.662 0.002 -0.41
C -1.908 -1.360 -0.216 0.16
H 4.175 -0.710 1.790 0.20
H 5.473 -1.365 0.411 0.22
H 4.019 -0.740 -1.387 0.22
H 2.433 1.215 -0.662 0.27
H 2.601 0.696 1.048 0.25
H -2.896 1.640 0.278 0.24
H -4.785 -0.318 0.539 0.21
H -1.172 -2.113 -0.289 0.21

***

Record 10
22
Properties=species:S:1:pos:R:3:nbo_charge:R:1 method="wB97M-V/def2-TZVPD" charge=-1 de_lowest_ev=7.204 gap_ev="7.684 / 7.585" mol_weight_g_mol=214.226 e_tot_ha=-1059.4464 lumo_energy_ev="2.63 / 2.59"
C -1.520 0.992 -1.891 -0.20
C -2.339 1.172 -0.798 -0.27
C -0.456 0.102 -1.726 -0.21
C -1.012 -0.243 0.620 -0.26
C -2.097 0.663 0.471 0.15
C -0.242 -0.567 -0.505 -0.24
C 3.367 -3.166 1.196 -0.20
N 2.036 -0.398 0.744 -0.75
N -3.022 0.882 1.484 -0.82
N 2.226 0.884 0.494 0.61
O 2.014 1.348 -0.612 -0.49
O 2.584 1.571 1.430 -0.49
O 1.987 -1.528 -1.628 -1.00
S 1.358 -1.461 -0.315 1.41
H -1.863 1.461 -2.734 0.20
H -3.242 1.693 -0.890 0.17
H 0.230 -0.036 -2.566 0.24
H -1.136 -0.910 1.453 0.21
H 3.988 -2.620 1.975 0.08
H 3.267 -2.521 0.344 0.09
H -3.717 1.520 1.145 0.37
H -2.413 1.163 2.310 0.39

***

Record 11
19
Properties=species:S:1:pos:R:3:nbo_charge:R:1 method="wB97M-V/def2-TZVPD" de_lowest_ev=5.805 gap_ev="8.293 / 8.293" mol_weight_g_mol=148.169 e_tot_ha=-490.3599 lumo_energy_ev="0.16 / 0.16"
C -2.667 0.182 -0.792 -0.27
C -2.415 0.590 0.585 -0.29
C 1.676 0.702 0.441 -0.42
C -1.869 -0.838 -1.086 -0.10
C -1.530 -0.329 1.099 -0.05
C 3.062 0.913 0.278 -0.04
C 1.540 -0.652 0.220 0.26
N 2.652 -1.276 -0.151 -0.34
N 3.578 -0.306 -0.031 -0.33
N -1.186 -1.201 0.091 -0.20
N -0.136 -1.987 0.321 -0.38
H -3.332 0.822 -1.480 0.23
H -2.880 1.313 1.070 0.21
H 0.963 1.271 0.915 0.24
H -1.508 -1.075 -2.052 0.22
H -1.196 -0.503 2.194 0.24
H 3.796 1.779 0.379 0.23
H 4.533 -0.508 -0.293 0.41
H 0.352 -2.500 -0.404 0.39

***

Record 12
16
Properties=species:S:1:pos:R:3:nbo_charge:R:1 method="wB97M-V/def2-TZVPD" de_lowest_ev=4.774 gap_ev=9.319 mol_weight_g_mol=108.140 e_tot_ha=-346.6001 lumo_energy_ev=0.26
C 1.171 0.388 -1.094 -0.45
C 0.493 -0.978 -0.728 0.04
C -0.277 0.882 -1.023 0.06
C -0.750 1.429 0.374 -0.20
C -0.385 0.889 1.549 -0.22
C -0.016 -0.559 1.650 -0.24
C 0.317 -1.488 0.739 -0.18
H 1.831 1.031 -0.521 0.22
H 1.655 0.281 -2.103 0.23
H 0.928 -1.921 -1.023 0.18
H -0.803 1.481 -1.844 0.21
H -0.855 2.648 0.503 0.21
H -0.322 1.429 2.560 0.23
H -0.262 -1.326 2.557 0.22
H 0.514 -2.563 0.994 0.21
O -0.749 -0.554 -1.240 -0.52

***

Record 13
17
Properties=species:S:1:pos:R:3:nbo_charge:R:1 method="wB97M-V/def2-TZVPD" smiles="C1=C[C@]23C[C@H]2OC[C@@H]3O1" de_lowest_ev=4.544 gap_ev=9.291 mol_weight_g_mol=124.139 e_tot_ha=-421.8460 lumo_energy_ev=1.03
C -0.341 -1.968 1.065 0.13
C -0.621 -1.595 -0.176 -0.30
C -0.562 -0.157 -0.357 -0.10
C -1.016 1.056 -1.289 -0.36
C 0.284 0.663 -1.256 0.02
O 0.991 1.601 -0.567 -0.51
C 1.350 0.726 0.673 -0.10
C -0.006 0.369 1.061 0.06
O 0.096 -0.817 1.893 -0.53
H -0.171 -2.891 1.540 0.21
H -0.833 -2.335 -0.866 0.23
H -1.285 1.893 -0.701 0.23
H -1.716 0.877 -2.207 0.22
H 0.564 -0.006 -2.046 0.19
H 1.841 1.423 1.426 0.21
H 2.059 -0.047 0.194 0.21
H -0.632 1.208 1.611 0.21